Formula: C4H8N4
Source: the Open Molecules 2025 dataset
Level of theory: ωB97M-V/def2-TZVPD

```
16
Properties=species:S:1:pos:R:3:forces:R:3
C 1.204118 -1.877248 -0.114748 -3.068 -1.804 5.511
C 0.266985 -0.702886 -0.200973 3.494 0.680 1.779
C 1.356701 1.795421 0.205881 -5.540 1.387 -3.253
C -2.946772 0.341255 0.166505 1.412 0.833 -3.269
H 1.751159 -2.073812 -0.964954 1.329 -0.584 -1.433
H 1.707626 -1.917027 0.955969 0.229 1.123 -2.458
H 0.550006 -2.665008 0.302100 -0.086 -0.720 -1.719
H 2.163040 0.180990 0.341774 -3.161 -1.654 -2.530
H 2.418778 2.034258 0.653933 -2.413 -0.345 -0.781
H -0.465893 1.733477 -0.770568 2.474 3.418 2.525
H -3.419566 -0.620546 0.536978 0.503 1.411 -0.273
H -3.462354 1.191991 -0.472287 0.267 -1.607 2.405
N 1.176488 0.350137 -0.226333 5.951 3.322 3.400
N 0.365991 2.620622 -0.174331 1.594 -4.777 -0.180
N -0.982446 -0.785361 -0.048889 -0.855 -0.275 -0.228
N -1.683862 0.393739 -0.190058 -2.129 -0.408 0.505
```
Forces are in eV/Å.

energy above the lowest of the compared OMol25 structures with the same formula, charge and spin: 152.6 kcal/mol
largest force on an atom: 0.148 Eh/bohr
highest occupied orbital energy: -0.326 Ha
E: -10231.6227 eV
orbital gap: 9.12 eV